Molecular formula: C20H57N5O7Sr
Method: DFT, ωB97M-V with the def2-TZVPD basis set

Structure (ORCA input):
```
! wB97M-V def2-TZVPD RIJCOSX def2/J DEFGRID3
* xyz 0 1
Sr 17.320 22.171 7.896
O 16.331 22.748 10.052
H 15.696 23.301 10.518
O 19.428 21.677 8.983
H 19.606 21.602 9.926
C 19.612 25.764 6.017
C 19.403 25.805 7.521
C 18.530 26.953 7.953
O 19.102 28.162 7.562
C 18.298 29.276 7.918
N 18.849 24.528 8.057
H 18.653 25.774 5.489
H 20.212 24.907 5.717
H 20.136 26.675 5.721
H 20.400 25.942 7.966
H 18.355 26.891 9.041
H 17.523 26.808 7.506
H 18.221 29.349 9.006
H 17.297 29.201 7.477
H 18.780 30.159 7.506
H 19.644 23.928 8.279
H 18.415 24.720 8.958
C 18.015 17.319 6.301
C 17.328 18.682 6.270
C 15.826 18.535 6.169
O 15.497 17.771 5.039
C 14.157 17.335 5.057
N 17.613 19.481 7.485
H 17.741 16.750 7.188
H 19.101 17.470 6.305
H 17.807 16.747 5.398
H 17.639 19.247 5.386
H 15.361 19.534 6.138
H 15.415 18.084 7.093
H 13.957 16.858 4.101
H 13.470 18.174 5.216
H 13.994 16.600 5.857
H 17.041 19.091 8.233
H 18.576 19.308 7.765
C 12.671 20.693 6.862
C 13.299 21.612 7.894
C 12.529 21.591 9.208
O 11.271 22.179 9.026
C 10.580 22.335 10.245
N 14.726 21.254 8.123
H 12.506 19.698 7.285
H 13.307 20.619 5.979
H 11.697 21.071 6.544
H 13.296 22.637 7.519
H 13.108 22.130 9.975
H 12.436 20.547 9.557
H 10.353 21.363 10.698
H 9.636 22.832 10.025
H 11.157 22.955 10.939
H 14.991 21.837 8.947
H 14.761 20.298 8.477
C 16.440 23.575 3.443
C 16.600 23.422 4.952
C 15.538 24.145 5.760
O 15.943 24.171 7.126
C 15.102 24.949 7.937
N 16.724 22.018 5.378
H 16.316 24.618 3.135
H 15.529 23.074 3.096
H 17.304 23.165 2.923
H 17.524 23.945 5.229
H 14.536 23.703 5.690
H 15.501 25.203 5.460
H 14.062 24.597 7.904
H 15.092 25.992 7.587
H 15.472 24.872 8.953
H 17.657 21.689 5.109
H 16.123 21.436 4.795
C 20.255 20.882 3.802
C 20.665 20.958 5.269
C 22.137 21.325 5.386
O 22.618 20.984 6.657
C 23.954 20.541 6.667
N 19.779 21.938 5.946
H 20.845 20.156 3.244
H 20.319 21.869 3.339
H 19.211 20.562 3.741
H 20.496 20.006 5.773
H 22.252 22.406 5.204
H 22.713 20.826 4.590
H 24.080 19.646 6.043
H 24.219 20.316 7.696
H 24.645 21.310 6.293
H 19.961 22.871 5.583
H 20.024 21.965 6.948
*
```

For the LUMO energy, the calculation gives 0.4 eV. The value obtained for the relative energy (zero: lowest compared OMol25 entry of this formula, charge and spin) is 0.0 kcal/mol. The value obtained for the HOMO energy is -7.501 eV.

Molecular formula: C37H50Cl2NO5P2Rb
Method: DFT, ωB97M-V with the def2-TZVPD basis set

Structure (ORCA input):
```
! wB97M-V def2-TZVPD RIJCOSX def2/J DEFGRID3
* xyz -2 1
Rb 1.936 -20.773 9.773
C 4.955 -19.885 12.992
C 5.556 -18.833 12.007
C 6.728 -19.361 11.168
P 4.043 -18.239 11.005
C 4.815 -17.528 9.439
C 3.631 -17.116 8.531
C 5.627 -16.303 9.752
C 3.319 -16.991 12.059
C 4.056 -16.063 12.755
C 3.424 -14.994 13.383
C 4.233 -13.898 14.039
C 1.998 -14.884 13.268
C 1.262 -15.820 12.590
C 1.884 -16.992 11.993
N 1.253 -18.004 11.330
C -0.154 -17.896 11.171
C -0.730 -16.970 10.241
C -2.116 -16.793 10.216
C -2.917 -17.412 11.150
C -4.394 -17.220 11.059
C -2.354 -18.306 12.085
C -1.002 -18.650 12.060
P -0.028 -19.754 13.164
C -0.225 -19.284 14.935
C 1.158 -18.689 15.339
C -1.426 -18.337 15.146
C -1.045 -21.406 13.152
C -2.575 -21.261 13.259
C -0.574 -22.242 11.986
H 4.375 -19.477 13.789
H 5.821 -20.347 13.513
H 4.390 -20.703 12.517
H 5.926 -17.936 12.516
H 6.424 -20.180 10.531
H 7.449 -19.732 11.906
H 7.183 -18.555 10.569
H 5.430 -18.281 8.901
H 2.969 -16.441 9.048
H 3.070 -18.020 8.207
H 3.914 -16.465 7.667
H 4.952 -15.438 9.862
H 6.247 -16.024 8.922
H 6.268 -16.282 10.664
H 5.176 -16.131 12.839
H 4.449 -14.066 15.090
H 3.680 -12.938 13.972
H 5.162 -13.721 13.470
H 1.540 -13.957 13.751
H 0.181 -15.747 12.564
H -0.078 -16.504 9.517
H -2.563 -16.238 9.441
H -4.879 -18.002 10.457
H -4.702 -16.279 10.600
H -4.955 -17.233 12.040
H -3.060 -18.806 12.752
H -0.308 -20.228 15.538
H 1.431 -17.758 14.804
H 1.963 -19.442 15.055
H 1.202 -18.615 16.433
H -1.431 -17.510 14.382
H -1.453 -17.943 16.213
H -2.427 -18.821 15.108
H -0.678 -21.921 14.045
H -3.100 -21.206 12.296
H -2.825 -20.376 13.845
H -3.103 -22.126 13.740
H -0.614 -21.718 11.050
H -1.326 -23.068 11.946
H 0.423 -22.667 12.094
C 6.898 -25.571 12.963
O 5.721 -26.412 12.943
C 4.686 -25.841 12.217
C 3.926 -26.685 11.416
C 2.966 -26.128 10.608
C 2.512 -24.855 10.758
C 1.529 -24.360 9.685
C 0.240 -25.197 9.538
O 1.759 -23.441 8.940
C 3.215 -23.949 11.663
O 2.795 -22.733 11.725
C 4.320 -24.501 12.402
H 7.719 -26.163 12.606
H 7.122 -25.212 14.005
H 6.664 -24.668 12.306
H 4.069 -27.781 11.433
H 2.601 -26.797 9.784
H 0.215 -25.640 8.522
H -0.670 -24.581 9.620
H 0.178 -25.987 10.301
H 4.847 -23.883 13.163
Cl -3.012 -19.154 6.643
C -1.737 -20.370 6.617
Cl -1.121 -20.539 4.998
C -0.634 -20.076 7.786
O -0.997 -20.548 8.914
O 0.394 -19.462 7.497
H -2.244 -21.327 6.834
*
```

For the LUMO energy, the calculation gives 3.9 eV. The value obtained for the relative energy (zero: lowest compared OMol25 entry of this formula, charge and spin) is 0.0 kcal/mol. The value obtained for the HOMO energy is -1.248 eV.

Molecular formula: C23H28NOSc
Method: DFT, ωB97M-V with the def2-TZVPD basis set

Structure (ORCA input):
```
! wB97M-V def2-TZVPD RIJCOSX def2/J DEFGRID3
* xyz 0 1
C 2.385 0.003 3.566
C 2.607 -0.649 2.310
C 2.247 0.243 1.253
H 2.978 -1.654 2.112
C 1.844 1.462 1.835
C 1.899 1.331 3.263
H 1.694 2.360 1.242
C -1.285 -1.835 3.440
C -0.214 -2.585 2.848
C -0.283 -2.396 1.427
H 0.590 -3.102 3.384
C -1.384 -1.573 1.091
C -2.014 -1.249 2.357
H 2.433 0.122 0.182
H 1.503 2.077 3.953
H 2.392 -0.476 4.553
H -2.904 -0.621 2.374
H 0.326 -2.899 0.681
H -1.402 -1.565 4.496
Sc 0.186 -0.158 2.757
C -2.094 -1.581 -0.293
C -3.498 -2.164 -0.118
C -1.451 -2.460 -1.355
H -3.438 -3.210 0.158
H -4.091 -2.161 -1.032
H -4.106 -1.688 0.637
H -1.396 -3.498 -1.044
H -0.464 -2.086 -1.623
H -2.046 -2.460 -2.281
C -2.249 -0.160 -0.987
C -1.166 0.465 -1.946
H -2.432 0.607 -0.201
H -3.129 -0.211 -1.692
O -0.037 -0.098 -2.174
N -1.412 1.636 -2.689
C -0.277 2.605 -2.761
H -2.308 2.165 -2.629
C 1.062 1.921 -2.791
C 2.180 2.492 -2.170
H 2.060 3.370 -1.517
C 3.486 1.937 -2.297
H 4.362 2.434 -1.840
C 3.688 0.780 -3.060
H 4.690 0.350 -3.195
C 2.572 0.131 -3.617
H 2.676 -0.810 -4.177
C 1.288 0.698 -3.479
H 0.457 0.138 -3.891
H -0.369 3.005 -1.740
H -0.390 3.412 -3.532
C -1.290 1.621 2.536
H -2.351 1.561 2.259
H -0.837 2.368 1.864
H -1.290 2.055 3.553
*
```

For the LUMO energy, the calculation gives 0.1 eV. The value obtained for the HOMO energy is -7.614 eV.

Molecular formula: C39H56BaF3N4O5Si3
Method: DFT, ωB97M-V with the def2-TZVPD basis set

Structure (ORCA input):
```
! wB97M-V def2-TZVPD RIJCOSX def2/J DEFGRID3
* xyz -1 1
Ba -0.747 0.571 -0.638
C 1.202 4.182 -2.036
O 0.428 3.361 -1.182
Si -1.178 3.719 -0.798
C -1.081 3.949 1.070
C -1.713 5.413 -1.420
C -2.296 2.390 -1.283
Si -2.399 1.877 -3.030
C -0.850 2.352 -3.988
C -2.615 0.010 -3.384
C -3.770 2.776 -3.969
Si -3.635 1.891 -0.149
C -3.153 1.386 1.624
C -4.534 0.354 -0.780
C -4.990 3.198 -0.004
H 0.604 4.637 -2.828
H 1.972 3.566 -2.499
H 1.677 4.987 -1.463
H -0.369 4.756 1.271
H -0.740 3.068 1.616
H -2.048 4.251 1.481
H -1.093 6.233 -1.046
H -2.729 5.549 -1.041
H -1.763 5.486 -2.509
H 0.088 1.967 -3.590
H -0.772 3.441 -4.046
H -0.957 1.985 -5.014
H -2.103 -0.767 -2.806
H -2.273 -0.105 -4.418
H -3.678 -0.237 -3.368
H -3.693 3.840 -3.735
H -4.772 2.447 -3.678
H -3.674 2.652 -5.052
H -2.463 0.548 1.772
H -4.116 1.055 2.030
H -2.818 2.228 2.229
H -3.892 -0.524 -0.880
H -5.029 0.540 -1.737
H -5.308 0.095 -0.051
H -4.653 4.090 0.532
H -5.880 2.815 0.505
H -5.275 3.509 -1.012
F -5.458 -6.887 4.843
C -4.667 -7.286 3.820
F -5.452 -8.034 3.019
F -3.759 -8.122 4.362
C -4.037 -6.141 3.099
C -2.806 -5.646 3.515
C -2.247 -4.555 2.877
C -2.900 -3.924 1.807
C -4.142 -4.440 1.406
C -4.702 -5.531 2.042
C -2.319 -2.799 1.151
C -1.799 -1.834 0.596
H -2.286 -6.119 4.338
H -1.290 -4.166 3.200
H -4.657 -3.963 0.583
H -5.661 -5.915 1.716
C 0.947 -0.697 3.492
C 1.113 0.527 2.641
O 0.294 0.789 1.780
C 2.225 1.490 2.892
C 2.444 2.504 1.961
C 3.448 3.432 2.173
C 4.234 3.360 3.317
C 4.020 2.351 4.245
C 3.020 1.413 4.030
H 0.274 -1.374 2.969
H 0.489 -0.407 4.442
H 1.903 -1.178 3.682
H 1.831 2.542 1.069
H 3.624 4.211 1.442
H 5.020 4.086 3.481
H 4.636 2.290 5.133
H 2.861 0.622 4.750
C 4.100 -2.489 -1.987
C 4.844 -2.104 -0.711
C 4.719 -0.615 -0.297
C 5.711 -0.331 0.836
C 5.660 1.109 1.332
C 5.094 0.210 -1.509
O 6.237 0.314 -1.916
N 4.050 0.805 -2.149
C 2.686 0.685 -1.802
O 1.879 1.126 -2.613
N 2.336 0.153 -0.618
C 3.273 -0.389 0.184
O 3.007 -0.766 1.329
H 4.148 -3.569 -2.141
H 4.549 -2.015 -2.861
H 3.049 -2.201 -1.954
H 5.909 -2.317 -0.831
H 4.483 -2.689 0.138
H 6.710 -0.567 0.466
H 5.475 -1.014 1.653
H 5.898 1.810 0.529
H 6.381 1.270 2.136
H 4.671 1.351 1.720
H 4.238 1.256 -3.032
C 1.020 -3.031 -0.134
C 0.442 -3.021 -1.503
N 0.280 -1.988 -2.302
C -0.195 -2.500 -3.491
C -0.336 -3.848 -3.406
N 0.080 -4.168 -2.133
H 1.137 -2.016 0.233
H 2.007 -3.501 -0.144
H 0.366 -3.566 0.553
H -0.410 -1.861 -4.331
H -0.684 -4.586 -4.106
H 0.068 -5.079 -1.710
*
```

For the LUMO energy, the calculation gives 2.2 eV. The value obtained for the relative energy (zero: lowest compared OMol25 entry of this formula, charge and spin) is 3.2 kcal/mol. The value obtained for the HOMO energy is -4.813 eV.

Per-record HOMO-LUMO gap, eV: 7.92, 5.13, 7.73, 7.01